No. 1
Here is a 3-piece molecular cluster, CH7O3 overall from the OMol25 dataset. Energies are from wB97M-V/def2-TZVPD.

2S+1 = 2
energy relative to the best compared isomer or geometry (same formula, charge and spin) = 4.5 kcal/mol
HOMO level (alpha / beta) = -10.88 / -10.86 eV
DFT total energy = -7290.0714 eV
E_LUMO (alpha / beta) = 0.580 / -3.062 eV

Last column: Löwdin spin population.
Element x y z (Å)
C 1.40119 1.21714 -0.33320  0.14
O 0.37046 0.39195 -0.33214  0.73
H 2.07503 1.16947 0.55186  0.05
H 2.03713 1.23778 -1.23972  0.00
H 1.18297 2.32149 -0.14356  0.08
H -0.04118 -0.00274 1.32601  0.00
H -0.32434 -1.36289 2.07438  0.00
O -0.21613 -0.42646 2.17653  0.00
H -1.19271 -1.67700 -2.09083  0.00
H -0.87884 -0.42154 -1.05825  0.00
O -1.50516 -0.97916 -1.53044  0.00

No. 2
Here is a 4-piece molecular cluster, CH7O5 overall from the OMol25 dataset. Energies are from wB97M-V/def2-TZVPD.

total charge = -1
2S+1 = 1
energy relative to the best compared isomer or geometry (same formula, charge and spin) = 16.8 kcal/mol
HOMO level = -5.35 eV
DFT total energy = -11390.1568 eV
E_LUMO = 4.032 eV

Last column: natural (NBO) charge in e.
Element x y z (Å)
O -0.98629 0.44536 0.13137  -0.83
C 0.12362 -0.02364 0.54308  0.62
O 1.01745 0.58002 1.15355  -0.77
H 0.19205 -1.13415 0.55502  0.04
H 2.93120 0.68132 -0.03282  0.49
H 3.43727 0.94929 1.36847  0.48
O 3.74356 0.76769 0.46909  -0.97
H -1.72960 -1.26129 -0.14880  0.49
H -2.72867 -1.43130 0.97682  0.46
O -2.24148 -1.96040 0.31286  -0.98
H -0.74023 0.80604 -2.14866  0.47
H -1.75251 0.02680 -1.49526  0.49
O -1.56046 0.34392 -2.40035  -0.98

No. 3
Here is a 2-piece molecular cluster, CH7P3 overall from the OMol25 dataset. Energies are from wB97M-V/def2-TZVPD.

2S+1 = 1
energy relative to the best compared isomer or geometry (same formula, charge and spin) = 31.3 kcal/mol
HOMO level = -8.19 eV
DFT total energy = -29014.1468 eV
E_LUMO = 0.115 eV

Last column: natural (NBO) charge in e.
Element x y z (Å)
C 0.50855 -1.59329 0.16430  -0.95
P -1.75086 0.50287 -0.53594  -0.03
P 0.67591 1.15660 1.45581  -0.01
P 0.34969 0.14770 -0.47343  0.27
H 0.51954 -2.41088 -0.61615  0.25
H -0.24903 -1.75775 0.98618  0.23
H 1.52039 -1.40718 0.69357  0.23
H -1.92847 -0.23613 -1.74352  0.00
H -1.72985 1.72655 -1.27493  0.01
H 2.02746 1.18115 0.77807  0.01
H 0.05667 2.69036 0.56604  0.00

No. 4
Here is CH8ClNiO7 as an isolated structure from the OMol25 dataset. Energies are from wB97M-V/def2-TZVPD.

total charge = -1
2S+1 = 3
energy relative to the best compared isomer or geometry (same formula, charge and spin) = 18.0 kcal/mol
HOMO level (alpha / beta) = -3.37 / -3.48 eV
DFT total energy = -69067.6749 eV
E_LUMO (alpha / beta) = 2.417 / 2.399 eV

Last column: Löwdin spin population.
Element x y z (Å)
Ni -0.52225 -0.31795 -0.36084  1.67
C -1.26596 0.24182 1.99266  0.01
O -1.97650 0.35332 0.97777  0.11
O -1.66466 0.01399 3.13149  0.02
O -0.12861 0.11327 1.65321  0.09
Cl -1.72240 -0.84969 -2.50753  0.04
O 2.21483 1.52348 1.14167  0.00
H 1.29536 1.25825 1.12045  0.00
H 2.29151 2.17919 0.44854  0.00
O 1.35376 -0.65122 -1.21815  0.01
H 1.96845 0.07268 -1.33790  0.00
H 1.73309 -1.37348 -1.71883  0.00
O -0.65812 -2.41766 0.15613  0.02
H -1.49576 -2.84939 0.32406  0.00
H -0.08028 -3.12143 -0.13885  0.00
O -0.30774 1.60193 -1.08844  0.02
H -0.74389 1.76945 -1.92388  0.00
H -0.29083 2.45344 -0.65155  0.00

No. 5
Here is a 3-piece molecular cluster, CH8N2O2 overall from the OMol25 dataset. Energies are from wB97M-V/def2-TZVPD.

2S+1 = 1
SMILES = [H]/N=C/N.O.O
energy relative to the best compared isomer or geometry (same formula, charge and spin) = 15.4 kcal/mol
HOMO level = -8.94 eV
DFT total energy = -8241.5893 eV
E_LUMO = 1.000 eV

Last column: natural (NBO) charge in e.
Element x y z (Å)
H 0.20695 0.35154 -2.22484  0.37
N 0.51249 -0.12956 -1.36454  -0.80
C 1.60395 0.20807 -0.75836  0.32
N 1.84595 0.09382 0.60468  -0.83
H 2.50755 0.62761 -1.32313  0.12
H 1.06803 0.44025 1.14033  0.43
H 2.77252 0.43478 0.91151  0.38
O -0.84395 1.08300 1.35971  -0.97
H -1.36390 0.66914 0.65460  0.50
H -1.46785 1.22751 2.10505  0.48
O -2.42401 -1.28872 -0.33825  -0.96
H -2.87762 -2.16361 -0.19994  0.47
H -1.54012 -1.55383 -0.56682  0.49

No. 6
Here is a 3-piece molecular cluster, CH8N2O3 overall from the OMol25 dataset. Energies are from wB97M-V/def2-TZVPD.

2S+1 = 1
SMILES = N=O.CO.NO
energy relative to the best compared isomer or geometry (same formula, charge and spin) = 157.8 kcal/mol
HOMO level = -9.35 eV
DFT total energy = -10284.1624 eV
E_LUMO = 0.247 eV

Last column: natural (NBO) charge in e.
Element x y z (Å)
N 0.23263 1.11952 0.92279  -0.05
O 0.45644 1.62022 -0.19970  -0.41
H 1.01201 1.31374 1.59322  0.30
C 1.71046 -0.74423 -0.45546  -0.27
O 0.80206 -0.80949 0.60367  -0.66
H 2.71798 -0.85846 -0.05749  0.19
H 1.62421 0.25362 -0.93724  0.19
H 1.50385 -1.50231 -1.21323  0.19
H -0.12516 -0.94814 0.21398  0.52
N -2.40726 -0.21033 0.28088  -0.52
O -1.43476 -0.38503 -0.74577  -0.62
H -1.94909 0.30532 1.03466  0.35
H -3.15884 0.36364 -0.09994  0.33
H -0.98454 0.48193 -0.94039  0.48

No. 7
Here is a 2-piece molecular cluster, CH8N2S overall from the OMol25 dataset. Energies are from wB97M-V/def2-TZVPD.

2S+1 = 1
SMILES = NCN.S
energy relative to the best compared isomer or geometry (same formula, charge and spin) = 23.6 kcal/mol
HOMO level = -9.38 eV
DFT total energy = -14981.0105 eV
E_LUMO = 0.650 eV

Last column: natural (NBO) charge in e.
Element x y z (Å)
N 2.02760 -0.24820 -0.11875  -0.84
C 1.17912 0.81127 -0.79582  -0.07
N 0.67362 0.69070 -2.19886  -0.84
H 2.54463 -0.45241 -0.95865  0.34
H 1.60656 -1.07870 0.23002  0.36
H 1.85659 1.68044 -0.91074  0.18
H 0.38976 1.12390 -0.07247  0.18
H 0.04099 0.02222 -2.43698  0.35
H 1.51376 0.60994 -2.82028  0.35
S -1.95765 -0.58772 1.61710  -0.32
H -1.32185 -1.12882 0.43074  0.16
H -1.29120 0.66174 1.66307  0.16

No. 8
Here is a 2-piece molecular cluster, CH8N2S2 overall from the OMol25 dataset. Energies are from wB97M-V/def2-TZVPD.

total charge = -1
2S+1 = 2
energy relative to the best compared isomer or geometry (same formula, charge and spin) = 39.0 kcal/mol
HOMO level (alpha / beta) = 0.42 / -4.69 eV
DFT total energy = -25815.6221 eV
E_LUMO (alpha / beta) = 3.248 / 3.243 eV

Last column: Löwdin spin population.
Element x y z (Å)
S -0.45572 0.77560 -2.75835  0.49
S 1.10370 -0.50289 -2.33951  0.41
H -0.45805 1.48588 -1.65372  0.05
H 0.59121 -1.65935 -2.01476  0.03
N -0.42644 0.08807 1.99468  0.00
C 0.12336 -0.42339 3.25494  0.00
N -0.75672 -0.19382 4.58206  0.00
H -1.39983 0.04329 1.95863  0.01
H -0.25340 1.01345 1.72731  0.01
H 0.02231 -1.58763 3.17234  0.00
H 1.23368 -0.19289 3.47184  0.00
H -1.04238 0.67331 4.76746  0.00
H -1.51931 -0.85876 4.56974  0.00